{
  "formula": "C6H10NO",
  "method": "the ωB97M-V functional and the def2-TZVPD basis",
  "symbols": ["C", "C", "C", "C", "C", "C", "N", "O", "H", "H", "H", "H", "H", "H", "H", "H", "H", "H"],
  "positions_angstrom": [[-2.07713, 0.81283, 0.00874], [0.13682, 0.49825, -0.01298], [0.83969, 0.29957, -1.36319], [1.19270, 1.29859, 0.91804], [-0.26298, -2.18415, 0.32519], [-0.72715, -0.86091, 0.17268], [-1.96269, -0.49538, 0.08347], [-1.01023, 1.43141, -0.03178], [-2.99581, 1.26507, 0.00222], [0.21847, 0.01240, -2.29035], [1.60828, -0.29170, -1.11687], [1.23965, 1.23196, -1.69161], [1.83986, 0.54590, 1.42879], [1.86392, 2.07919, 0.36540], [0.52903, 1.83781, 1.46190], [0.76744, -2.29805, 0.25841], [-1.01230, -2.83093, 0.00814], [-0.18757, -2.35188, 1.47381]],
  "forces_ev_per_angstrom": [[0.9, -2.5, 0.1], [0.5, -0.2, -0.1], [-4.3, 2.3, -2.4], [1.6, -2.2, -2.5], [0.0, 0.4, 3.6], [1.5, 4.3, 0.6], [-1.8, -2.3, 0.0], [2.3, 2.2, -1.1], [-2.1, 1.5, 0.0], [0.7, -0.4, 1.8], [2.9, -2.7, 0.3], [0.4, 0.8, 0.1], [-0.6, 0.9, 0.0], [-1.4, -1.8, 0.5], [-1.2, 1.5, 2.7], [1.8, -0.7, -1.6], [-0.6, -1.8, -0.9], [-0.9, 0.5, -1.1]],
  "homo_lumo_gap_ev": 9.973,
  "e_homo_ev": -15.6,
  "charge": 1,
  "energy_ha": -364.26625,
  "de_lowest_kcal_mol": 50.8
}